{"formula": "C12H17BiBrNO5", "method": "ωB97M-V with the def2-TZVPD basis set", "total_charge": 2, "gap_ha": 0.3212, "total_energy_ha": -3686.4247, "largest_force_ha_per_bohr": 0.0577, "multiplicity": 1, "elements": ["Bi", "C", "O", "C", "C", "O", "C", "C", "O", "C", "H", "H", "H", "H", "H", "H", "H", "H", "H", "H", "H", "H", "H", "H", "Br", "C", "C", "C", "C", "C", "N", "C", "O", "O", "H", "H", "H"], "coordinates": [[0.089, 0.617, 0.125], [3.257, -0.376, -0.984], [2.397, -0.119, 0.185], [2.923, -0.396, 1.494], [1.873, -1.085, 2.325], [0.641, -0.309, 2.210], [-0.338, -0.161, 3.311], [-1.642, -0.070, 2.655], [-1.677, 0.908, 1.630], [-1.959, 2.215, 2.131], [2.618, -0.116, -1.834], [3.532, -1.433, -0.959], [4.181, 0.220, -0.991], [3.305, 0.565, 1.880], [3.680, -1.113, 1.405], [2.153, -1.232, 3.375], [1.638, -2.061, 1.838], [-0.051, 0.727, 3.946], [-0.284, -1.065, 3.939], [-2.390, 0.166, 3.448], [-1.796, -1.097, 2.299], [-1.355, 2.520, 2.997], [-3.021, 2.315, 2.433], [-1.882, 2.823, 1.246], [-0.413, 3.127, -2.561], [-0.898, 1.404, -3.006], [-1.276, 1.159, -4.322], [-1.739, -0.114, -4.659], [-1.583, -1.117, -3.654], [-1.026, -0.809, -2.468], [-0.750, 0.446, -2.067], [-0.931, -1.813, -1.352], [-1.212, -2.957, -1.445], [-0.467, -1.305, -0.163], [-1.321, 1.995, -5.004], [-2.312, -0.309, -5.555], [-1.966, -2.147, -3.847]], "mulliken_charge": [1.65, -0.72, -0.35, -0.48, -0.50, -0.14, -0.48, -0.53, -0.46, -0.72, 0.20, 0.38, 0.32, 0.31, 0.45, 0.47, 0.24, 0.26, 0.45, 0.47, 0.29, 0.33, 0.29, 0.34, -0.08, 0.38, -0.57, -0.45, -0.43, 0.52, -0.26, 0.37, -0.50, -0.40, 0.42, 0.46, 0.45]}

{"formula": "C10H14BClN6Ti", "method": "ωB97M-V with the def2-TZVPD basis set", "s_squared": 2.01, "total_charge": 0, "gap_ha": [0.2282, 0.3587], "total_energy_ha": -2052.6282, "largest_force_ha_per_bohr": 0.0652, "multiplicity": 3, "elements": ["H", "N", "B", "N", "C", "Ti", "H", "C", "H", "C", "H", "C", "H", "H", "H", "N", "N", "N", "N", "C", "C", "H", "H", "C", "C", "C", "C", "H", "H", "H", "H", "H", "Cl"], "coordinates": [[1.670, -2.753, -2.163], [0.281, -1.439, -1.213], [-1.795, -0.047, -0.661], [-1.062, -1.142, -1.459], [-1.472, -1.803, -2.544], [1.180, -0.532, 0.286], [-2.474, -1.630, -2.913], [-0.412, -2.573, -3.022], [-0.424, -3.190, -3.901], [0.668, -2.343, -2.168], [-2.920, 0.127, -1.036], [3.923, 1.016, 2.005], [4.960, 0.663, 2.087], [3.348, 0.652, 2.861], [3.915, 2.112, 2.000], [-0.938, 1.226, -0.817], [-1.688, -0.486, 0.819], [0.410, 1.265, -0.459], [-0.447, -0.729, 1.420], [-1.328, 2.411, -1.302], [-2.653, -0.559, 1.741], [-2.359, 2.518, -1.612], [-3.667, -0.320, 1.450], [-0.239, 3.275, -1.278], [-2.071, -0.878, 2.971], [0.829, 2.533, -0.748], [-0.694, -0.999, 2.739], [-0.249, 4.299, -1.600], [-2.583, -0.965, 3.908], [1.847, 2.821, -0.549], [0.121, -1.262, 3.397], [3.472, 0.629, 1.067], [2.854, -1.898, 0.695]], "lowdin_spin": [0.00, 0.00, 0.00, 0.02, 0.04, 1.65, 0.00, 0.01, 0.00, 0.04, 0.00, 0.01, 0.00, 0.00, 0.00, 0.01, 0.01, 0.00, 0.01, 0.03, 0.02, 0.00, 0.00, 0.01, 0.00, 0.04, 0.03, 0.00, 0.00, 0.00, 0.00, 0.00, 0.04]}

{"formula": "C13H20N3O5P", "method": "ωB97M-V with the def2-TZVPD basis set", "total_charge": 0, "smiles": "CCOP(=O)(OCC)[C@@H](NC(=O)Nc1ccccc1)C(N)=O", "gap_ha": 0.3420, "total_energy_ha": -1389.3433, "largest_force_ha_per_bohr": 0.0294, "multiplicity": 1, "elements": ["C", "C", "O", "P", "O", "O", "C", "C", "C", "N", "C", "O", "N", "C", "C", "C", "C", "C", "C", "C", "N", "O", "H", "H", "H", "H", "H", "H", "H", "H", "H", "H", "H", "H", "H", "H", "H", "H", "H", "H", "H", "H"], "coordinates": [[1.176, 1.991, 1.315], [0.016, 2.039, 0.337], [-0.858, 0.937, 0.592], [-1.740, 0.341, -0.610], [-1.854, 1.164, -1.813], [-3.173, 0.210, 0.160], [-3.914, 1.403, 0.366], [-5.396, 1.066, 0.397], [-1.506, -1.520, -0.777], [-0.248, -1.957, -0.256], [0.794, -1.131, -0.543], [0.621, -0.204, -1.321], [1.975, -1.476, 0.043], [3.230, -0.872, -0.099], [3.460, 0.187, -0.972], [4.724, 0.744, -1.054], [5.764, 0.259, -0.280], [5.536, -0.799, 0.585], [4.277, -1.362, 0.678], [-2.608, -2.289, -0.074], [-3.780, -2.321, -0.737], [-2.394, -2.897, 0.952], [1.783, 1.107, 1.145], [0.801, 1.969, 2.336], [1.798, 2.872, 1.182], [0.360, 1.984, -0.698], [-0.555, 2.964, 0.468], [-3.694, 2.105, -0.447], [-3.605, 1.855, 1.315], [-5.590, 0.326, 1.169], [-5.710, 0.663, -0.563], [-5.972, 1.962, 0.609], [-1.543, -1.688, -1.861], [-0.330, -2.474, 0.614], [1.951, -2.271, 0.666], [2.653, 0.564, -1.577], [4.894, 1.565, -1.733], [6.747, 0.699, -0.350], [6.339, -1.188, 1.192], [4.101, -2.187, 1.354], [-4.579, -2.697, -0.250], [-3.953, -1.642, -1.460]], "mulliken_charge": [-1.05, -0.32, -0.38, 0.92, -0.85, -0.21, -0.25, -1.29, 0.01, -0.36, 0.61, -0.70, -0.05, 0.44, -0.04, -0.76, -0.50, -0.56, -0.58, 0.36, -0.35, -0.68, 0.14, 0.32, 0.38, 0.36, 0.43, 0.38, 0.25, 0.30, 0.29, 0.42, 0.31, 0.34, 0.17, 0.50, 0.38, 0.39, 0.37, 0.35, 0.27, 0.24]}

{"formula": "C7H12", "method": "ωB97M-V with the def2-TZVPD basis set", "total_charge": 0, "gap_ha": [0.2687, 0.2877], "total_energy_ha": -273.7217, "largest_force_ha_per_bohr": 0.0204, "multiplicity": 1, "elements": ["C", "C", "C", "C", "C", "C", "C", "H", "H", "H", "H", "H", "H", "H", "H", "H", "H", "H", "H"], "coordinates": [[-1.852, -0.050, 0.742], [-1.445, -0.354, -0.662], [-0.160, -0.097, -1.191], [0.849, 1.335, -0.679], [1.363, 1.212, 0.632], [1.005, -1.280, 0.719], [0.516, -1.247, -0.552], [-2.821, 0.464, 0.707], [-1.974, -0.924, 1.397], [-1.126, 0.622, 1.210], [-2.257, -0.642, -1.334], [-0.154, -0.163, -2.285], [1.619, 1.262, -1.452], [0.177, 2.177, -0.854], [2.393, 0.948, 0.840], [0.817, 1.643, 1.472], [0.578, -0.776, 1.575], [1.726, -2.064, 0.945], [0.743, -2.066, -1.231]], "mulliken_charge": [-1.03, -0.36, -0.07, -0.47, -0.94, -1.10, 0.08, 0.37, 0.27, 0.19, 0.38, 0.40, 0.35, 0.28, 0.31, 0.37, 0.27, 0.31, 0.38]}

{"formula": "C9H20N3O", "method": "ωB97M-V with the def2-TZVPD basis set", "total_charge": 1, "smiles": "C=CN(N)[C@H](O)/C(C)=C(/[NH3+])C(C)C", "gap_ha": 0.2890, "total_energy_ha": -594.0421, "largest_force_ha_per_bohr": 0.1213, "multiplicity": 1, "elements": ["C", "C", "N", "N", "C", "O", "C", "C", "C", "N", "C", "C", "C", "H", "H", "H", "H", "H", "H", "H", "H", "H", "H", "H", "H", "H", "H", "H", "H", "H", "H", "H", "H"], "coordinates": [[1.585, -2.788, -2.526], [0.869, -2.509, -1.475], [-0.126, -1.527, -1.461], [-0.515, -0.759, -2.631], [-1.105, -1.440, -0.419], [-2.337, -2.170, -0.657], [-1.239, 0.142, -0.233], [-2.476, 0.744, -0.973], [-0.439, 0.921, 0.604], [-0.861, 2.308, 0.761], [0.706, 0.410, 1.285], [0.406, 0.546, 2.796], [2.130, 0.890, 0.900], [2.274, -3.643, -2.540], [1.638, -2.114, -3.402], [0.889, -3.009, -0.484], [0.417, -0.299, -2.858], [-0.940, -1.357, -3.304], [-0.855, -1.958, 0.488], [-2.806, -1.680, -1.370], [-2.810, 1.903, -0.832], [-3.351, 0.215, -0.603], [-2.427, 0.650, -2.083], [-1.831, 2.423, 0.426], [-0.289, 2.953, 0.152], [-0.510, 2.630, 1.691], [0.748, -0.676, 1.121], [0.196, 1.570, 3.073], [1.231, 0.104, 3.397], [-0.382, -0.124, 3.147], [3.034, 0.317, 1.141], [2.480, 1.887, 1.196], [2.294, 0.965, -0.269]], "mulliken_charge": [-0.93, 0.21, 0.51, -0.60, -1.29, -0.59, 0.53, -1.79, 0.47, 0.06, 0.94, -1.41, -1.54, 0.26, 0.22, 0.24, 0.25, 0.22, 0.52, 0.41, 0.32, 0.43, 0.34, 0.26, 0.39, 0.47, -0.10, 0.38, 0.41, 0.34, 0.38, 0.38, 0.29]}

{"formula": "C11H25ClIN2OP2Ti", "method": "ωB97M-V with the def2-TZVPD basis set", "s_squared": 0.76, "total_charge": 2, "gap_ha": [0.2135, 0.2229], "total_energy_ha": -2908.4895, "largest_force_ha_per_bohr": 0.1251, "multiplicity": 2, "elements": ["C", "C", "H", "H", "H", "O", "I", "Ti", "P", "C", "C", "H", "H", "H", "H", "H", "H", "C", "H", "H", "H", "P", "C", "C", "H", "H", "H", "C", "H", "H", "H", "H", "H", "H", "Cl", "N", "C", "C", "C", "N", "H", "H", "H", "H"], "coordinates": [[0.000, 0.757, -5.719], [0.006, 2.028, -5.068], [0.001, 0.914, -6.821], [-0.921, 0.223, -5.389], [0.917, 0.214, -5.389], [0.008, 2.975, -4.387], [0.045, 2.132, -0.535], [0.005, -0.358, -0.161], [2.540, -0.117, 0.058], [2.961, 1.256, 1.184], [3.316, -1.591, 0.781], [4.386, -1.591, 0.547], [4.606, 0.109, -1.173], [2.811, -2.478, 0.360], [3.219, -0.408, -2.206], [2.485, 1.088, 2.158], [3.146, -1.564, 1.871], [3.539, 0.264, -1.406], [4.050, 1.321, 1.286], [3.371, 1.301, -1.710], [2.555, 2.186, 0.766], [-2.527, -0.094, 0.039], [-2.842, 1.246, 1.242], [-3.538, 0.366, -1.383], [-2.894, -2.449, 0.299], [-4.437, -1.500, 0.467], [-3.230, -1.541, 1.824], [-3.371, -1.546, 0.728], [-3.249, -0.278, -2.218], [-4.601, 0.218, -1.149], [-3.918, 1.292, 1.454], [-2.482, 2.191, 0.810], [-3.359, 1.407, -1.651], [-2.275, 1.069, 2.168], [-0.011, -2.250, -1.414], [-0.170, -1.754, 2.599], [-0.114, -1.538, 3.924], [0.085, -0.174, 4.108], [0.114, 0.401, 2.839], [-0.010, -0.600, 1.901], [-0.359, -2.635, 2.133], [-0.248, -2.317, 4.663], [0.200, 0.386, 5.024], [0.187, 1.441, 2.544]], "lowdin_spin": [0.00, 0.00, 0.00, 0.00, 0.00, 0.00, 0.01, 0.94, 0.00, 0.00, 0.00, 0.00, 0.00, 0.00, 0.00, 0.00, 0.00, 0.00, 0.00, 0.00, 0.00, 0.01, 0.00, 0.00, 0.00, 0.00, 0.00, 0.00, 0.00, 0.00, 0.00, 0.00, 0.00, 0.00, -0.01, 0.00, 0.02, 0.00, 0.02, 0.00, 0.00, 0.00, 0.00, 0.00]}

{"formula": "C18H16N3O2S4TeW", "method": "ωB97M-V with the def2-TZVPD basis set", "total_charge": 1, "gap_ha": [0.1817, 0.1813], "total_energy_ha": -2937.9740, "largest_force_ha_per_bohr": 0.0469, "multiplicity": 1, "elements": ["W", "O", "C", "O", "C", "C", "C", "N", "C", "C", "C", "C", "C", "C", "C", "N", "C", "C", "C", "C", "C", "N", "H", "H", "H", "H", "H", "H", "H", "H", "H", "H", "S", "S", "S", "S", "C", "Te", "C", "H", "H", "H", "H", "H", "H"], "coordinates": [[-1.411, 0.300, -0.387], [5.520, 1.354, -0.460], [4.907, 0.882, 0.515], [5.259, 0.587, 1.673], [3.393, 0.814, 0.310], [2.813, 1.111, -0.916], [1.450, 0.994, -1.080], [0.667, 0.565, -0.079], [1.201, 0.306, 1.129], [2.552, 0.433, 1.349], [0.190, -0.089, 2.124], [0.470, -0.321, 3.454], [-0.565, -0.615, 4.323], [-1.867, -0.681, 3.848], [-2.099, -0.472, 2.511], [-1.085, -0.187, 1.654], [0.685, 1.294, -2.301], [1.224, 1.958, -3.383], [0.413, 2.255, -4.460], [-0.925, 1.881, -4.440], [-1.419, 1.229, -3.340], [-0.632, 0.937, -2.271], [3.493, 1.426, -1.702], [3.036, 0.222, 2.297], [1.491, -0.249, 3.800], [-0.356, -0.786, 5.372], [-2.701, -0.895, 4.501], [-3.087, -0.518, 2.083], [2.268, 2.239, -3.367], [0.819, 2.782, -5.314], [-1.587, 2.098, -5.266], [-2.452, 0.930, -3.273], [-3.630, -0.072, -0.831], [-4.757, 1.675, -0.601], [-3.739, 2.617, 0.876], [-1.751, 2.535, 0.256], [0.684, -2.964, 0.100], [-1.013, -2.394, -1.009], [-2.415, -3.378, 0.223], [0.591, -2.582, 1.113], [1.572, -2.568, -0.387], [0.705, -4.050, 0.097], [-2.395, -4.436, -0.019], [-3.399, -2.960, 0.027], [-2.119, -3.207, 1.254]], "mulliken_charge": [0.46, -0.70, 0.42, -0.71, -0.70, -0.85, 0.91, 0.20, 0.91, -0.80, 0.03, -0.61, -0.62, -0.77, -0.32, 0.38, 0.52, -0.96, -0.37, -0.84, -0.02, 0.21, 0.59, 0.68, 0.52, 0.48, 0.47, 0.54, 0.45, 0.47, 0.43, 0.42, -0.18, 0.02, -0.02, -0.10, -0.93, 0.35, -0.90, 0.23, 0.34, 0.45, 0.36, 0.31, 0.28]}

{"formula": "C23H21N3O4", "method": "ωB97M-V with the def2-TZVPD basis set", "total_charge": 0, "smiles": "COc1cccc(CN(C)C(=O)c2cc(COc3ccc4ncccc4c3)on2)c1", "gap_ha": 0.3278, "total_energy_ha": -1354.2344, "largest_force_ha_per_bohr": 0.0205, "multiplicity": 1, "elements": ["C", "O", "C", "C", "C", "C", "C", "C", "N", "C", "C", "O", "C", "C", "C", "C", "O", "C", "C", "C", "C", "N", "C", "C", "C", "C", "C", "O", "N", "C", "H", "H", "H", "H", "H", "H", "H", "H", "H", "H", "H", "H", "H", "H", "H", "H", "H", "H", "H", "H", "H"], "coordinates": [[2.130, -2.656, -2.693], [1.569, -3.947, -2.706], [1.192, -4.501, -1.523], [0.641, -5.783, -1.595], [0.229, -6.426, -0.448], [0.352, -5.808, 0.788], [0.902, -4.539, 0.869], [1.032, -3.820, 2.187], [0.152, -2.661, 2.243], [-1.246, -2.974, 2.392], [0.695, -1.442, 2.079], [1.893, -1.277, 1.887], [-0.163, -0.229, 2.176], [0.380, 1.054, 2.454], [-0.700, 1.887, 2.397], [-0.838, 3.363, 2.612], [-1.706, 3.989, 1.701], [-1.361, 4.030, 0.379], [-2.303, 4.687, -0.447], [-2.091, 4.815, -1.786], [-0.922, 4.286, -2.378], [-0.741, 4.428, -3.704], [0.338, 3.933, -4.243], [1.334, 3.252, -3.521], [1.174, 3.097, -2.171], [0.022, 3.622, -1.550], [-0.216, 3.508, -0.165], [-1.793, 1.168, 2.104], [-1.454, -0.129, 1.966], [1.320, -3.886, -0.285], [3.055, -2.625, -2.108], [2.352, -2.421, -3.733], [1.427, -1.916, -2.297], [0.550, -6.249, -2.563], [-0.195, -7.417, -0.513], [0.027, -6.316, 1.684], [0.777, -4.487, 3.016], [2.054, -3.454, 2.315], [-1.845, -2.070, 2.342], [-1.409, -3.476, 3.350], [-1.553, -3.649, 1.590], [1.404, 1.282, 2.656], [-1.294, 3.545, 3.592], [0.161, 3.819, 2.595], [-3.190, 5.080, 0.026], [-2.802, 5.315, -2.424], [0.438, 4.074, -5.312], [2.201, 2.864, -4.033], [1.912, 2.580, -1.573], [0.524, 2.998, 0.433], [1.747, -2.901, -0.187]], "mulliken_charge": [-0.79, -0.45, 0.64, -0.57, -0.46, -0.65, 0.18, -1.55, 0.07, -0.85, 0.73, -0.70, 0.39, -0.17, 0.10, -0.59, -0.46, 0.61, -0.61, -0.50, 0.05, -0.63, -0.26, -0.51, -0.65, 0.60, -0.26, -0.18, -0.60, -0.07, 0.33, 0.23, 0.34, 0.45, 0.37, 0.36, 0.50, 0.41, 0.44, 0.25, 0.30, 0.52, 0.31, 0.35, 0.45, 0.44, 0.37, 0.40, 0.43, 0.41, 0.52]}